{
  "formula": "C23H16Br2N3OS3Sm",
  "method": "ωB97M-V with the def2-TZVPD basis set",
  "molar_mass_g_mol": 756.770,
  "spin_multiplicity": 6,
  "de_lowest_kj_mol": 166.6,
  "orbital_gap_ev": [4.8, 4.8],
  "homo_ev": [-6.08, -6.09],
  "total_energy_ha": -8126.14632,
  "symbols": ["Sm", "Br", "C", "C", "C", "C", "O", "C", "C", "N", "C", "C", "C", "C", "C", "C", "C", "C", "N", "C", "C", "H", "H", "H", "H", "H", "H", "H", "H", "H", "H", "C", "C", "C", "C", "C", "Br", "N", "C", "H", "H", "H", "H", "H", "H", "S", "C", "S", "S"],
  "xyz": [[1.968, 0.447, 0.402], [-3.620, 2.131, 5.071], [-2.156, 1.054, 4.473], [-0.947, 1.153, 5.137], [0.252, 1.078, 4.476], [0.344, 0.471, 3.234], [1.461, 0.272, 2.626], [-0.982, -0.107, 2.748], [-1.050, -0.832, 1.584], [-0.049, -1.044, 0.718], [-0.272, -1.842, -0.345], [-1.524, -2.142, -0.928], [-1.722, -3.393, -1.588], [-0.589, -4.090, -2.060], [0.727, -3.615, -1.752], [1.947, -4.136, -2.325], [3.121, -3.375, -2.241], [3.098, -2.205, -1.475], [2.080, -1.771, -0.742], [0.844, -2.373, -1.013], [-2.211, 0.287, 3.385], [-0.826, 1.499, 6.205], [1.171, 1.385, 4.973], [-1.921, -1.469, 1.489], [-2.320, -1.547, -0.493], [-2.681, -3.918, -1.769], [-0.644, -4.952, -2.665], [1.925, -4.990, -2.941], [4.036, -3.491, -2.897], [4.079, -1.781, -1.379], [-3.183, 0.028, 3.080], [-2.803, 2.477, -3.115], [-1.804, 2.667, -1.974], [-1.960, 3.828, -1.188], [-0.945, 4.033, -0.196], [0.075, 3.056, -0.038], [1.543, 3.489, 1.178], [0.089, 1.874, -0.642], [-0.852, 1.741, -1.675], [-2.622, 1.436, -3.450], [-2.488, 3.190, -3.926], [-3.836, 2.731, -2.794], [-2.803, 4.529, -1.378], [-0.823, 4.955, 0.383], [-0.710, 0.852, -2.287], [6.323, 0.161, -1.145], [4.868, 0.665, -0.463], [3.733, 1.659, -1.332], [4.662, -0.075, 1.054]],
  "forces_ev_per_angstrom": [[1.37, -0.80, 0.90], [0.10, -0.64, 0.07], [-0.58, 0.48, 1.52], [1.86, 2.26, 1.83], [0.39, -0.37, 1.22], [-1.67, -1.71, -1.78], [-0.87, 0.61, 0.07], [1.36, 2.31, 1.20], [1.57, -1.97, -1.51], [-1.04, 2.20, 1.62], [-1.60, -1.08, -2.47], [0.17, -1.07, 1.90], [1.46, -0.60, -1.15], [0.08, 1.57, 1.66], [0.30, 1.53, -0.56], [0.52, 2.29, 0.43], [-1.09, -0.64, -1.34], [0.27, -0.45, 1.15], [-0.63, -0.77, -1.62], [1.90, -1.65, 0.51], [1.42, -0.48, -0.73], [-0.79, -0.16, -1.32], [-0.17, -0.22, -0.05], [-0.46, 0.12, -0.30], [-0.47, -0.34, -0.44], [0.39, 1.14, 0.04], [-0.40, -0.99, -0.36], [-0.16, -1.06, -0.53], [-1.25, -0.50, 1.12], [0.15, 1.08, 0.33], [-0.91, -0.45, -1.19], [1.39, 0.16, -0.16], [-1.92, 1.05, -0.06], [2.09, -0.17, 1.56], [-0.40, 0.05, -1.11], [-0.83, 0.29, 0.12], [-0.93, -0.32, -0.51], [-1.15, 1.39, -1.46], [1.95, -0.46, 1.38], [-0.88, 0.61, -0.22], [-0.52, -0.78, 0.55], [0.68, -0.54, -0.31], [0.93, -0.50, 0.30], [-0.41, -0.42, -0.24], [-0.22, 0.01, 0.26], [-0.23, 0.69, -0.77], [1.80, -1.01, -1.01], [-0.48, -0.03, 0.27], [-2.08, 0.34, 1.15]],
  "mulliken_charge": [0.6654, -0.1891, -0.0896, -0.4028, -0.4158, 0.4951, -0.6633, 0.1350, -0.1009, -0.1877, 0.4218, -0.7106, -0.9324, -0.6308, 0.3507, -0.6288, -0.9154, 0.4377, 0.0357, 0.4528, -0.8682, 0.3399, 0.4421, 0.5697, 0.7759, 0.3685, 0.4330, 0.4639, 0.3384, 0.1265, 0.5364, -1.3958, 0.8498, -0.4727, -0.7237, 0.4390, -0.0961, 0.2191, -0.7377, 0.3405, 0.3071, 0.3828, 0.3944, 0.3919, 0.3631, -0.3315, 0.1210, -0.3743, -0.3298]
}

{
  "formula": "C31H20Br4N9O3PtS",
  "method": "ωB97M-V with the def2-TZVPD basis set",
  "molar_mass_g_mol": 1113.322,
  "de_lowest_kj_mol": 0.0,
  "orbital_gap_ev": 6.0,
  "homo_ev": -10.51,
  "total_energy_ha": -12725.25130,
  "charge": 1,
  "symbols": ["Pt", "S", "C", "C", "C", "C", "C", "N", "H", "H", "H", "H", "Br", "C", "C", "Br", "C", "Br", "C", "O", "C", "O", "C", "Br", "C", "N", "C", "N", "C", "N", "C", "C", "C", "C", "C", "C", "C", "N", "N", "C", "O", "C", "C", "C", "C", "C", "C", "N", "C", "N", "C", "N", "C", "H", "H", "H", "H", "H", "H", "H", "H", "H", "H", "H", "H", "H", "H", "H", "H"],
  "xyz": [[-1.487, -2.564, -0.994], [-3.211, -4.037, -0.545], [-1.886, -5.164, -0.703], [-1.849, -6.552, -0.636], [-0.621, -7.169, -0.770], [0.537, -6.411, -0.968], [0.425, -5.042, -1.038], [-0.765, -4.449, -0.910], [-2.759, -7.112, -0.481], [-0.555, -8.248, -0.720], [1.504, -6.879, -1.068], [1.278, -4.396, -1.198], [0.723, 1.555, 5.956], [0.279, 0.234, 4.718], [-0.015, -1.136, 5.229], [0.053, -1.428, 7.071], [-0.323, -2.146, 4.398], [-0.703, -3.884, 4.957], [-0.377, -1.930, 2.936], [-0.622, -2.803, 2.149], [-0.112, -0.496, 2.413], [-0.196, -0.293, 1.230], [0.232, 0.534, 3.406], [0.581, 2.238, 2.723], [-3.803, 2.395, -1.854], [-3.503, 1.058, -1.348], [-2.571, 0.202, -1.757], [-2.591, -0.859, -0.962], [-3.577, -0.583, -0.063], [-4.138, 0.579, -0.263], [-3.169, 3.457, -0.992], [-3.941, 4.396, -0.325], [-3.335, 5.345, 0.492], [-1.964, 5.345, 0.663], [-1.190, 4.398, -0.003], [-1.792, 3.469, -0.837], [0.250, 4.348, 0.219], [0.982, 5.116, 0.948], [2.269, 4.600, 0.891], [2.210, 3.562, 0.133], [0.962, 3.343, -0.348], [3.268, 2.613, -0.193], [4.555, 2.837, 0.277], [5.545, 1.906, 0.009], [5.247, 0.757, -0.704], [3.957, 0.531, -1.177], [3.707, -0.739, -1.957], [2.297, -1.083, -2.123], [1.361, -1.264, -1.195], [0.239, -1.651, -1.787], [0.565, -1.704, -3.111], [1.804, -1.361, -3.349], [2.971, 1.469, -0.928], [-4.885, 2.495, -1.875], [-3.431, 2.437, -2.878], [-1.927, 0.355, -2.606], [-3.864, -1.260, 0.724], [-5.018, 4.385, -0.434], [-3.942, 6.076, 1.009], [-1.481, 6.063, 1.312], [-1.177, 2.734, -1.344], [4.764, 3.729, 0.851], [6.552, 2.071, 0.369], [6.025, 0.026, -0.894], [4.206, -1.576, -1.466], [4.103, -0.666, -2.968], [1.493, -1.095, -0.141], [-0.126, -2.002, -3.882], [1.961, 1.326, -1.289]],
  "forces_ev_per_angstrom": [[-0.20, -0.22, -0.36], [0.07, 0.00, 0.12], [-0.01, 0.02, 0.14], [0.01, 0.07, 0.00], [0.08, 0.03, -0.01], [-0.05, -0.08, 0.02], [-0.08, 0.01, 0.01], [0.08, 0.06, -0.15], [0.00, 0.00, 0.01], [0.01, 0.00, 0.00], [-0.01, -0.01, 0.00], [-0.01, 0.01, -0.01], [0.00, 0.02, 0.00], [-0.01, -0.06, 0.00], [0.01, 0.05, -0.02], [0.00, -0.01, 0.00], [0.00, 0.00, -0.04], [0.00, -0.01, 0.00], [-0.07, -0.07, 0.17], [0.10, 0.07, -0.11], [-0.01, -0.02, 0.22], [0.06, 0.07, -0.15], [-0.04, 0.01, -0.03], [-0.02, -0.05, 0.10], [0.00, 0.00, -0.01], [0.10, -0.01, -0.04], [-0.08, -0.02, 0.04], [0.08, 0.14, -0.05], [0.04, 0.00, 0.07], [-0.07, -0.02, -0.04], [-0.03, 0.00, 0.01], [0.00, 0.00, -0.01], [-0.02, 0.00, 0.00], [0.01, 0.02, -0.01], [-0.02, 0.02, 0.01], [0.03, -0.06, 0.03], [-0.01, 0.04, -0.06], [0.02, 0.00, 0.05], [-0.01, 0.00, 0.02], [0.06, 0.04, -0.05], [-0.01, 0.01, -0.05], [0.02, -0.01, 0.00], [0.00, 0.02, -0.01], [0.02, -0.01, 0.00], [-0.01, -0.02, 0.01], [0.03, -0.05, 0.02], [-0.01, 0.01, -0.02], [-0.01, -0.03, 0.01], [0.01, 0.04, 0.02], [0.00, -0.12, 0.16], [0.05, 0.07, 0.01], [-0.03, 0.04, 0.01], [-0.04, 0.01, -0.01], [0.00, 0.00, -0.01], [-0.01, 0.00, 0.00], [0.00, 0.00, 0.01], [0.01, 0.00, 0.01], [0.00, 0.00, 0.00], [0.00, 0.00, 0.00], [0.00, 0.00, 0.00], [0.00, 0.00, 0.00], [0.00, 0.00, 0.00], [0.00, 0.00, 0.00], [0.00, 0.00, 0.00], [0.02, -0.01, -0.02], [-0.03, 0.01, -0.01], [-0.01, -0.02, 0.00], [0.00, -0.01, 0.00], [0.00, -0.01, 0.00]],
  "mulliken_charge": [0.9956, -0.4652, 0.4691, -0.7084, -0.1015, -0.8505, 0.1357, -0.1361, 0.4326, 0.4111, 0.4034, 0.3807, -0.0999, 0.0764, 0.3379, -0.0908, -0.3617, -0.0412, 0.3510, -0.3825, 0.2878, -0.1296, 0.0628, 0.1307, -1.1868, 0.8160, 0.2024, -0.5503, -0.3337, -0.9228, 0.9984, -0.7699, -0.7696, -0.9827, -0.1671, 0.1893, 0.4529, -0.3883, -0.3717, 0.4606, -0.1486, -0.2063, -0.9098, -0.6545, -0.9333, 0.9395, -1.1175, 0.9758, -0.4164, -0.7763, -0.4040, -1.0845, -0.0954, 0.4284, 0.3033, 0.4760, 0.5330, 0.4118, 0.4118, 0.5517, 0.5061, 0.5517, 0.4152, 0.4678, 0.4678, 0.3461, 0.8226, 0.5012, 0.8524]
}

- Number 2 is which compound?
  C31H20Br4N9O3PtS